(1)
A structure of composition HO3S3 at a distorted geometry. Source: the Open Molecules 2025 dataset; level of theory: ωB97M-V/def2-TZVPD.

Geometry as ORCA input:
```
! RIJCOSX wB97M-V def2-TZVPD def2/J DEFGRID3
* xyz -1 1
O -1.92653 0.57171 -0.89745
O 0.38891 0.94096 -0.42695
O -1.10846 0.35758 1.37499
S 2.39122 -0.65213 0.27788
S -0.33285 -1.84500 -0.17989
S -0.83573 0.16947 -0.04079
H 1.42342 0.45740 -0.10780
*
```

Summary:
HOMO level (alpha / beta): -5.23 / -5.28 eV
E_tot: -38663.7040 eV

=====

(2)
The ion C8H14N4 with charge +2 at a distorted geometry. Source: the Open Molecules 2025 dataset; level of theory: ωB97M-V/def2-TZVPD.

Geometry as ORCA input:
```
! RIJCOSX wB97M-V def2-TZVPD def2/J DEFGRID3
* xyz 2 1
C 1.62887 -1.26905 2.44485
C 1.57460 -0.18248 1.43986
C 2.61541 0.67409 1.10443
N 2.25851 1.29288 -0.04456
C 1.04911 0.92503 -0.45457
C 0.37357 1.34778 -1.66996
N 0.61842 0.00623 0.37096
C -1.09460 -0.43271 0.42521
C -1.85377 0.81798 0.17667
N -2.70942 0.80545 -0.75652
C -2.69702 -0.39940 -1.46218
N -1.60111 -1.30611 -0.71118
H 2.62579 -1.30847 2.81022
H 0.88810 -1.15467 3.21131
H 1.50867 -2.30396 1.96880
H 3.57122 0.71435 1.57176
H 2.81232 1.80715 -0.73516
H -0.18591 0.51584 -2.13928
H -0.35225 2.11053 -1.55529
H 1.22974 1.63713 -2.38204
H -1.20851 -0.88462 1.34275
H -1.86883 1.71836 0.84859
H -3.65718 -0.98579 -1.27454
H -2.38324 -0.39796 -2.58233
H -2.06040 -2.19977 -0.37156
H -1.08207 -1.54782 -1.57626
*
```

Summary:
structure (SMILES): Cc1c[nH+]c(C)n1[C@H]1C=NC[NH2+]1
HOMO level: -16.85 eV
E_tot: -14464.7730 eV

=====

(3)
A cluster of 2 separate species, C4H13N2O in total at a distorted geometry. Source: the Open Molecules 2025 dataset; level of theory: ωB97M-V/def2-TZVPD.

Geometry as ORCA input:
```
! RIJCOSX wB97M-V def2-TZVPD def2/J DEFGRID3
* xyz 1 1
C -3.61298 0.70001 0.38469
C -2.23713 0.81735 1.06475
C -1.35091 0.15328 0.06586
N 0.05968 -0.09497 0.66986
C 1.16667 0.11358 -0.03341
N 2.39208 0.53555 0.42251
H -3.71192 0.12607 -0.59356
H -4.37528 0.30665 1.06690
H -3.68153 1.75900 0.00151
H -1.96654 1.76728 1.31939
H -2.18081 0.28957 2.08715
H -1.85242 -0.85416 -0.11690
H -1.29797 0.68340 -0.88767
H 0.08778 -0.43673 1.65423
H 1.10198 0.15511 -1.03850
H 3.27617 0.55267 -0.22328
H 2.56789 0.52600 1.43688
H 3.04374 -2.76308 -1.90879
H 3.60543 -1.80271 -2.90887
O 3.05341 -1.76231 -2.05330
*
```

Summary:
HOMO level: -14.64 eV
E_tot: -9379.1726 eV

=====

(4)
A cluster of 2 separate species, C6H5P in total at a distorted geometry. Source: the Open Molecules 2025 dataset; level of theory: ωB97M-V/def2-TZVPD.

Geometry as ORCA input:
```
! RIJCOSX wB97M-V def2-TZVPD def2/J DEFGRID3
* xyz 0 1
C -0.31941 -1.98099 -1.69969
C -0.13772 2.31020 1.22974
C -0.54486 -0.68802 -1.14456
C -0.64353 0.38247 -0.67113
C 0.49456 -2.77493 -1.11369
C -0.45293 3.55701 1.47763
P 1.13277 -3.94609 -0.10861
H -0.78609 -2.25406 -2.62522
H 0.02536 1.49673 1.95321
H -0.28926 3.87546 2.46041
H -0.96690 4.05445 0.78511
H 2.48802 -4.03222 -0.54319
*
```

Summary:
HOMO level (alpha / beta): -8.56 / -8.56 eV
E_tot: -15580.9233 eV